Entry 1:
Formula: C7H13NO2
Source: OMol25
Level of theory: the ωB97M-V functional and the def2-TZVPD basis

```
23
Properties=species:S:1:pos:R:3
C -0.8769 -0.2219 -0.6838
C 0.2976 0.6475 -0.1997
C 0.1756 -0.8146 0.2221
C 1.2704 1.0710 -1.2114
C 0.0905 1.7206 0.7853
C -0.1256 -1.0775 1.7212
C 1.0703 -1.8171 -0.4828
N -2.8162 0.3147 -0.3062
O -3.0731 1.1437 0.4798
O -3.4901 -0.3229 -1.0721
H -1.1348 -0.6862 -1.7236
H 1.1824 2.1331 -1.5304
H 1.0897 0.2515 -2.0491
H 2.3289 0.7251 -1.0368
H -0.1567 1.3245 1.7650
H -0.5142 2.6346 0.5778
H 1.1058 2.1689 0.8284
H -0.9843 -0.2764 1.9900
H 0.9296 -0.8004 2.1199
H -0.4018 -2.0850 1.8888
H 0.8153 -1.8398 -1.5448
H 1.0550 -2.7962 -0.1750
H 2.1626 -1.3973 -0.3627
```

The calculation puts the highest occupied orbital energy at -9.1 eV. Its net charge is 0.

Per-atom natural (NBO) charges, elementary charge units: number 1, C, carries -0.0855; number 2, C, carries -0.1262; number 3, C, carries -0.0852; number 4, C, carries -0.6141; number 5, C, carries -0.6099; number 6, C, carries -0.5997; number 7, C, carries -0.5979; number 8, N, carries 0.5579; number 9, O, carries -0.3468; number 10, O, carries -0.3837; number 11, H, carries 0.2362; number 12, H, carries 0.2359; number 13, H, carries 0.2114; number 14, H, carries 0.2229; number 15, H, carries 0.2213; number 16, H, carries 0.2362; number 17, H, carries 0.2122; number 18, H, carries 0.2284; number 19, H, carries 0.2171; number 20, H, carries 0.2218; number 21, H, carries 0.2160; number 22, H, carries 0.2223; number 23, H, carries 0.2092



Entry 2:
Formula: C7H13NO2PPt
Source: OMol25
Level of theory: the ωB97M-V functional and the def2-TZVPD basis

```
25
Properties=species:S:1:pos:R:3
C 0.7196 0.9876 -2.8900
C -0.1770 0.1121 -3.4578
C -0.7079 -0.9237 -2.6858
C 0.0950 -1.4830 -1.6594
C 1.4215 -1.0195 -1.5196
Pt 0.4304 0.7467 -1.0525
P 0.3514 2.9366 -0.3458
H 1.0556 1.9214 -3.3652
H -0.4450 0.2650 -4.4986
H -1.5594 -1.5001 -3.0549
H 2.1996 -1.5218 -0.9214
H -0.3347 -2.3676 -1.1486
H -0.9345 3.2419 0.1427
H 0.5462 3.8706 -1.4419
H 1.2901 3.3191 0.6785
N -1.0061 -1.0267 3.6186
C 0.2386 -0.9658 2.8168
C -0.2379 -0.5162 1.4506
O -1.3552 -0.8534 1.0478
O 0.6326 0.2193 0.8687
H -1.6574 -0.2831 3.3397
H -0.8323 -0.9002 4.6121
H -1.3595 -1.9830 3.4724
H 0.9806 -0.2968 3.2556
H 0.6457 -1.9794 2.7378
```

The calculation puts the highest occupied orbital energy (alpha / beta) at -0.8 / -2.7 eV. The spin multiplicity is 3. Its net charge is -1.

Per-atom natural (NBO) charges, elementary charge units: number 1, C, carries -0.3503; number 2, C, carries -0.3430; number 3, C, carries -0.2608; number 4, C, carries -0.3391; number 5, C, carries -0.5466; number 6, Pt, carries 0.5613; number 7, P, carries 0.1884; number 8, H, carries 0.1619; number 9, H, carries 0.1782; number 10, H, carries 0.1925; number 11, H, carries 0.1706; number 12, H, carries 0.1907; number 13, H, carries -0.0033; number 14, H, carries -0.0002; number 15, H, carries 0.0192; number 16, N, carries -1.0603; number 17, C, carries -0.4682; number 18, C, carries 0.7480; number 19, O, carries -0.7062; number 20, O, carries -0.7623; number 21, H, carries 0.3981; number 22, H, carries 0.2228; number 23, H, carries 0.3597; number 24, H, carries 0.2288; number 25, H, carries 0.2202



Entry 3:
Formula: C7H13NO3
Source: OMol25
Level of theory: the ωB97M-V functional and the def2-TZVPD basis

```
24
Properties=species:S:1:pos:R:3
C -0.3467 -0.2684 -1.3014
C 0.2128 0.1253 0.9386
C 1.9203 -0.5061 -0.6736
C 0.1219 1.2980 1.8342
C 2.7127 0.1669 -1.7089
C -2.9105 -0.7896 0.6673
C -2.1644 0.4479 0.0823
N -0.7708 0.0903 -0.1352
O -0.8536 -0.3339 -2.4146
O 1.5588 0.1289 0.4501
O 2.2654 -1.8317 -0.4502
H -0.0248 -0.7372 1.5213
H 0.4007 2.2142 1.1988
H 0.9836 1.2385 2.4930
H -0.8308 1.2171 2.3941
H 2.2395 -0.1922 -2.6445
H 3.8163 -0.0348 -1.7758
H 2.6189 1.2656 -1.6369
H -4.0251 -0.6459 0.8190
H -2.7240 -1.5903 -0.0228
H -2.6036 -1.2069 1.5944
H -2.4529 0.6722 -0.9646
H -2.1982 1.3705 0.6659
H 3.0544 -2.0988 -0.9302
```

The calculation puts the highest occupied orbital energy (alpha / beta) at -7.2 / -7.2 eV. Its net charge is 0.

Per-atom natural (NBO) charges, elementary charge units: number 1, C, carries 0.6299; number 2, C, carries 0.2929; number 3, C, carries 0.5545; number 4, C, carries -0.6448; number 5, C, carries -0.7168; number 6, C, carries -0.6319; number 7, C, carries -0.2266; number 8, N, carries -0.4970; number 9, O, carries -0.6341; number 10, O, carries -0.5352; number 11, O, carries -0.7125; number 12, H, carries 0.1592; number 13, H, carries 0.2268; number 14, H, carries 0.2403; number 15, H, carries 0.2221; number 16, H, carries 0.2550; number 17, H, carries 0.2066; number 18, H, carries 0.2407; number 19, H, carries 0.2183; number 20, H, carries 0.2220; number 21, H, carries 0.2093; number 22, H, carries 0.2374; number 23, H, carries 0.2047; number 24, H, carries 0.4793



Entry 4:
Formula: C7H13NO3S
Source: OMol25
Level of theory: the ωB97M-V functional and the def2-TZVPD basis

```
25
Properties=species:S:1:pos:R:3
C 1.6610 -0.7820 -1.8558
C 1.9784 0.6550 -1.8288
C 0.0623 -0.0755 -0.2119
C 1.0605 -0.3735 2.1346
C -1.9697 -1.3192 0.2826
C -1.7052 0.9115 1.0547
C -1.3673 -0.0077 -0.0899
N 0.6875 -1.1101 -0.9885
O 2.2320 -1.6346 -2.4599
O 1.3670 2.1685 0.2493
O -0.1355 2.1815 -1.5864
S 0.7438 1.4507 -0.7699
H 2.8560 0.8696 -1.2906
H 1.9824 1.1983 -2.8246
H 0.4568 -0.1138 2.9878
H 1.3448 0.6231 1.7366
H 1.5793 -1.2693 1.8235
H -3.0548 -1.0751 0.8045
H -1.3999 -1.8089 1.0432
H -2.0462 -2.0986 -0.5606
H -1.4150 0.4712 1.9401
H -2.6723 1.2569 1.1292
H -0.9931 1.7259 1.0341
H -1.7465 0.2835 -0.9760
H 0.4936 -2.1273 -0.7770
```

The calculation puts the highest occupied orbital energy (alpha / beta) at -7.5 / -10.5 eV. The spin multiplicity is 3. Its net charge is 0.

Per-atom natural (NBO) charges, elementary charge units: number 1, C, carries 0.6596; number 2, C, carries -0.7796; number 3, C, carries 0.0253; number 4, C, carries -0.5492; number 5, C, carries -0.5935; number 6, C, carries -0.5804; number 7, C, carries -0.3684; number 8, N, carries -0.6256; number 9, O, carries -0.5545; number 10, O, carries -0.9459; number 11, O, carries -0.9418; number 12, S, carries 2.1915; number 13, H, carries 0.2720; number 14, H, carries 0.2859; number 15, H, carries 0.1778; number 16, H, carries 0.1940; number 17, H, carries 0.1821; number 18, H, carries 0.2232; number 19, H, carries 0.2061; number 20, H, carries 0.2117; number 21, H, carries 0.2084; number 22, H, carries 0.2206; number 23, H, carries 0.2113; number 24, H, carries 0.2320; number 25, H, carries 0.4373



Entry 5:
Formula: C7H13NOPSc
Source: OMol25
Level of theory: the ωB97M-V functional and the def2-TZVPD basis

```
24
Properties=species:S:1:pos:R:3
C -0.4390 -2.1745 -1.3660
C 0.4998 -3.3353 -1.4174
C 1.0307 -3.5665 -0.1374
C 0.5427 -2.5481 0.7374
C -0.3320 -1.6425 0.0178
Sc -0.1221 0.2581 -1.7044
P -2.5068 0.9879 -1.1498
H -1.4188 -2.1445 -1.8920
H 0.7407 -3.8724 -2.3295
H 1.7285 -4.3648 0.1098
H -1.1168 -1.0125 0.4816
H 0.8310 -2.4099 1.7777
H -3.3791 0.6426 -0.0636
H -3.5165 0.9339 -2.1499
H -2.6364 2.4012 -0.9693
C 2.0010 2.9553 0.7430
C 0.9110 1.9348 0.8203
N 0.1230 2.0399 1.8954
O 0.7070 1.0687 -0.1009
H 1.9593 3.6321 1.5976
H 1.8756 3.5164 -0.1767
H 2.9697 2.4519 0.7122
H -0.6875 1.4380 2.0001
H 0.2348 2.8103 2.5642
```

The calculation puts the highest occupied orbital energy (alpha / beta) at -5.3 / -4.3 eV. Its net charge is 0.

Per-atom natural (NBO) charges, elementary charge units: number 1, C, carries -0.5986; number 2, C, carries -0.2480; number 3, C, carries -0.3117; number 4, C, carries -0.2735; number 5, C, carries -0.4659; number 6, Sc, carries 0.8832; number 7, P, carries -0.0982; number 8, H, carries 0.2382; number 9, H, carries 0.2032; number 10, H, carries 0.2087; number 11, H, carries 0.1986; number 12, H, carries 0.1951; number 13, H, carries -0.0315; number 14, H, carries 0.0318; number 15, H, carries -0.0102; number 16, C, carries -0.7023; number 17, C, carries 0.7335; number 18, N, carries -0.7607; number 19, O, carries -0.7635; number 20, H, carries 0.2164; number 21, H, carries 0.2585; number 22, H, carries 0.2595; number 23, H, carries 0.4230; number 24, H, carries 0.4144



Entry 6:
Formula: C7H13NOS
Source: OMol25
Level of theory: the ωB97M-V functional and the def2-TZVPD basis

```
23
Properties=species:S:1:pos:R:3
C 1.0797 -0.1091 -2.6009
C 1.2349 -0.9139 -1.3397
S -0.4058 -1.7331 -1.1052
C -1.2703 -0.3290 -0.4049
C -0.5675 0.2351 0.8595
C -1.3609 1.4623 1.3422
C -0.5628 -0.9117 1.9472
N 0.7210 0.7028 0.5420
C 1.6344 -0.0136 -0.1395
O 2.8280 0.2389 -0.0055
H 2.0948 0.2603 -2.9638
H 0.3988 0.7396 -2.5332
H 0.6529 -0.6198 -3.4418
H 1.9875 -1.5752 -1.3732
H -1.2717 0.3751 -1.1394
H -2.2956 -0.7286 -0.1546
H -0.8852 1.6914 2.3241
H -1.1434 2.3489 0.7371
H -2.4526 1.2289 1.3196
H -1.3613 -1.5369 1.9392
H -0.5930 -0.4297 2.8883
H 0.3975 -1.4803 1.9097
H 1.1407 1.0977 1.3929
```

The calculation puts the highest occupied orbital energy at -8.7 eV. Its net charge is 0. Its SMILES is C[C@@H]1SCC(C)(C)NC1=O.

Per-atom natural (NBO) charges, elementary charge units: number 1, C, carries -0.6208; number 2, C, carries -0.4022; number 3, S, carries 0.1847; number 4, C, carries -0.5301; number 5, C, carries 0.1207; number 6, C, carries -0.6116; number 7, C, carries -0.6235; number 8, N, carries -0.6289; number 9, C, carries 0.6878; number 10, O, carries -0.6059; number 11, H, carries 0.2225; number 12, H, carries 0.2109; number 13, H, carries 0.2268; number 14, H, carries 0.2398; number 15, H, carries 0.2073; number 16, H, carries 0.2392; number 17, H, carries 0.2065; number 18, H, carries 0.2237; number 19, H, carries 0.2217; number 20, H, carries 0.2136; number 21, H, carries 0.2019; number 22, H, carries 0.2204; number 23, H, carries 0.3957